Record 1
{
  "formula": "C47H41Cl2Ge3N2O4S2Tc",
  "method": "ωB97M-V/def2-TZVPD",
  "e_homo_ev": [-1.420, -1.860],
  "de_lowest_kcal_mol": 2.7,
  "total_charge": -2,
  "spin_multiplicity": 3,
  "lumo_ev": [3.764, 3.763],
  "elements": ["Tc", "Cl", "C", "C", "C", "C", "O", "C", "C", "O", "C", "H", "H", "H", "H", "S", "C", "S", "C", "C", "N", "C", "N", "C", "Ge", "C", "C", "Ge", "C", "C", "C", "C", "C", "C", "C", "C", "C", "C", "C", "C", "H", "H", "H", "H", "H", "H", "H", "H", "H", "H", "H", "H", "H", "H", "H", "H", "H", "H", "H", "Cl", "C", "C", "O", "O", "H", "H", "C", "Ge", "C", "C", "C", "C", "C", "C", "C", "C", "C", "C", "C", "C", "C", "C", "C", "C", "C", "C", "H", "H", "H", "H", "H", "H", "H", "H", "H", "H", "H", "H", "H", "H", "H", "H"],
  "xyz": [[10.357, 13.893, 13.823], [8.869, 18.508, 8.237], [8.860, 17.508, 9.618], [7.917, 17.733, 10.674], [8.029, 17.083, 11.875], [8.997, 16.072, 12.069], [9.142, 15.587, 13.280], [9.766, 15.653, 10.923], [10.363, 14.355, 10.861], [10.285, 13.466, 11.774], [9.747, 16.434, 9.751], [7.185, 18.526, 10.525], [7.423, 17.318, 12.753], [10.780, 14.108, 9.893], [10.454, 16.287, 8.944], [13.317, 13.801, 14.762], [12.374, 13.032, 16.052], [10.702, 12.726, 15.754], [13.023, 12.625, 17.187], [12.337, 12.010, 18.260], [11.791, 11.553, 19.179], [14.411, 12.555, 17.249], [15.555, 12.463, 17.261], [6.574, 15.791, 15.011], [7.977, 15.879, 16.460], [7.601, 17.625, 17.348], [7.669, 14.384, 17.688], [10.318, 15.860, 15.636], [11.523, 16.202, 17.267], [11.081, 15.897, 18.558], [11.978, 15.945, 19.624], [13.320, 16.308, 19.402], [13.725, 16.735, 18.174], [12.828, 16.701, 17.098], [10.961, 17.492, 14.666], [10.798, 18.699, 15.273], [11.131, 19.892, 14.658], [11.708, 19.828, 13.398], [11.932, 18.606, 12.780], [11.539, 17.426, 13.405], [5.591, 15.427, 15.397], [6.945, 15.055, 14.323], [6.368, 16.769, 14.565], [6.558, 17.679, 17.687], [7.817, 18.489, 16.669], [8.283, 17.697, 18.207], [6.987, 14.801, 18.428], [8.601, 14.031, 18.139], [7.271, 13.512, 17.140], [10.037, 15.689, 18.795], [11.671, 15.642, 20.633], [14.079, 16.252, 20.226], [14.722, 17.138, 18.078], [13.163, 17.075, 16.135], [10.357, 18.763, 16.288], [10.957, 20.849, 15.124], [11.998, 20.725, 12.871], [12.406, 18.602, 11.818], [11.760, 16.480, 12.924], [8.091, 11.122, 11.751], [7.885, 10.879, 13.498], [7.522, 12.254, 14.129], [6.530, 12.399, 14.851], [8.315, 13.234, 13.879], [8.857, 10.648, 13.919], [7.149, 10.152, 13.835], [12.278, 13.374, 13.401], [12.837, 11.547, 12.503], [11.695, 9.984, 12.521], [11.147, 9.511, 13.718], [10.545, 8.254, 13.833], [10.248, 7.526, 12.693], [10.832, 7.923, 11.499], [11.567, 9.117, 11.404], [13.271, 12.065, 10.702], [12.402, 11.786, 9.649], [12.756, 12.093, 8.344], [13.907, 12.810, 8.063], [14.699, 13.228, 9.132], [14.413, 12.832, 10.421], [14.555, 10.820, 13.108], [15.552, 10.457, 12.186], [16.649, 9.722, 12.598], [16.777, 9.266, 13.906], [15.842, 9.640, 14.840], [14.729, 10.366, 14.438], [12.599, 14.009, 12.593], [11.185, 10.140, 14.608], [10.257, 7.891, 14.824], [9.581, 6.634, 12.766], [10.642, 7.397, 10.563], [12.098, 9.342, 10.475], [11.431, 11.313, 9.850], [12.086, 11.812, 7.525], [14.138, 13.087, 7.035], [15.615, 13.804, 8.932], [15.051, 13.120, 11.256], [15.490, 10.700, 11.121], [17.436, 9.450, 11.893], [17.586, 8.586, 14.176], [15.947, 9.396, 15.914], [13.983, 10.594, 15.204]]
}

***

Record 2
{
  "formula": "C5H9Cl",
  "method": "ωB97M-V/def2-TZVPD",
  "e_homo_ev": -9.648,
  "de_lowest_kcal_mol": 29.6,
  "smiles": "C=C(C)[C@H](C)Cl",
  "total_charge": 0,
  "lumo_ev": 0.914,
  "elements": ["C", "C", "C", "C", "C", "Cl", "H", "H", "H", "H", "H", "H", "H", "H", "H"],
  "xyz": [[1.488, -0.706, -1.076], [0.551, -0.502, -0.162], [0.845, -0.511, 1.323], [-0.832, -0.071, -0.585], [-1.203, 1.388, -0.034], [-2.249, -1.127, -0.018], [2.280, -1.376, -0.917], [1.125, -0.546, -2.148], [-0.022, -0.912, 1.868], [1.230, 0.371, 1.823], [1.527, -1.292, 1.329], [-0.946, 0.021, -1.609], [-2.082, 1.627, -0.605], [-0.442, 2.110, -0.245], [-1.269, 1.527, 1.054]]
}

***

Record 3
{
  "formula": "CNO4S",
  "method": "ωB97M-V/def2-TZVPD",
  "e_homo_ev": -4.454,
  "de_lowest_kcal_mol": 65.5,
  "smiles": "O=[N+]([O-])OC([O-])=S",
  "total_charge": -1,
  "lumo_ev": 3.666,
  "elements": ["O", "N", "O", "O", "C", "O", "S"],
  "xyz": [[1.653, -1.345, 0.687], [0.771, -0.779, 0.093], [0.206, -1.202, -0.877], [0.434, 0.396, 0.562], [-0.888, 1.075, -0.104], [-1.888, 0.516, 0.214], [-0.440, 2.372, -0.963]]
}